Computed, not measured: a 12-piece molecular cluster, C30H90N18O12 overall, with ωB97M-V with the def2-TZVPD basis set.

The geometry in XYZ format:
```
150
Properties=species:S:1:pos:R:3:mulliken_charge:R:1
C 3.57922 0.11609 5.88748 -0.877
O 2.96264 -0.45157 4.74839 -0.237
C 3.91215 -0.91647 3.78096 0.215
C 3.30181 -2.09981 3.06864 0.617
C 4.21422 -2.75922 2.04079 -1.507
N 2.01652 -1.75038 2.41453 -0.251
H 4.07376 -0.65470 6.48570 0.380
H 2.80044 0.61423 6.46206 0.242
H 4.32564 0.86999 5.60748 0.346
H 4.10305 -0.03919 3.15323 -0.791
H 4.86681 -1.21121 4.23600 0.558
H 2.99110 -2.89870 3.74534 0.320
H 5.24348 -2.85387 2.38792 0.434
H 4.22150 -2.18559 1.10555 0.187
H 3.79974 -3.71275 1.71453 0.371
H 2.14382 -1.11484 1.62463 0.080
H 1.60118 -1.11970 3.10476 0.020
C -3.86267 0.03156 -3.75393 -0.955
O -3.88313 -0.89980 -2.66585 -0.232
C -3.80498 -2.28375 -3.04850 -0.837
C -2.50891 -2.69089 -3.78579 0.360
C -2.63656 -4.16578 -4.12547 -1.729
N -1.36995 -2.48131 -2.90054 0.475
H -3.01007 -0.13006 -4.41314 0.290
H -3.84270 0.99220 -3.24705 0.221
H -4.76839 -0.10981 -4.35848 0.343
H -3.96157 -2.84861 -2.13279 0.170
H -4.58911 -2.43988 -3.80287 0.533
H -2.48789 -2.10221 -4.71010 0.330
H -1.80850 -4.47345 -4.77264 0.417
H -3.49276 -4.30204 -4.79295 0.465
H -2.70581 -4.80345 -3.24589 0.315
H -1.13471 -1.52385 -2.66230 -0.516
H -0.55533 -2.89292 -3.34751 0.110
C -1.28523 2.78469 -3.76918 -0.402
O -0.48467 3.67334 -4.49685 -0.460
C 0.78542 3.18318 -4.72033 0.292
C 1.74118 4.14195 -5.42169 0.453
C 1.18282 4.63427 -6.75049 -1.492
N 3.10110 3.66821 -5.59508 -0.669
H -2.23698 3.25602 -3.51934 0.311
H -0.86077 2.62285 -2.77359 0.079
H -1.38543 1.81936 -4.26882 0.255
H 1.29763 2.97001 -3.75684 -0.337
H 0.78046 2.19243 -5.20545 0.059
H 1.81575 4.99313 -4.73237 0.258
H 1.96571 5.01107 -7.40807 0.422
H 0.40813 5.38077 -6.58780 0.324
H 0.70848 3.81423 -7.30090 0.354
H 3.18415 3.03176 -6.37541 0.247
H 3.47817 3.29833 -4.73332 0.209
C 0.61568 2.37941 8.61314 -0.855
O 1.14619 1.96393 7.38099 -0.242
C 0.22511 2.19236 6.32802 -1.194
C 0.89186 1.77246 5.02261 0.917
C 2.08193 2.69908 4.71290 -1.688
N -0.19364 1.96564 4.03402 0.469
H 0.29947 3.42564 8.63129 0.301
H 1.36765 2.23096 9.38592 0.247
H -0.23114 1.72459 8.85022 0.352
H -0.75649 1.73200 6.48643 0.442
H 0.03007 3.27776 6.31195 0.421
H 1.18310 0.72677 5.14105 0.244
H 1.68129 3.66361 4.40283 0.540
H 2.63191 2.25702 3.88148 -0.011
H 2.68263 2.79991 5.61611 0.397
H 0.01225 1.64512 3.09008 -0.199
H -0.34118 2.96217 3.91716 0.057
C 1.83417 -3.39856 -1.50663 -0.346
O 3.06379 -3.97365 -1.83299 -0.327
C 3.31391 -3.90141 -3.22333 -0.404
C 4.47619 -4.81111 -3.53342 0.675
C 4.92561 -4.62699 -4.98413 -1.490
N 4.13201 -6.19291 -3.29855 -0.723
H 0.98729 -4.06107 -1.72150 0.416
H 1.63258 -2.39592 -1.91059 -0.040
H 1.72878 -3.19657 -0.43331 0.174
H 2.43854 -4.21116 -3.81107 0.305
H 3.52204 -2.85753 -3.48950 -0.009
H 5.29542 -4.44491 -2.89079 0.189
H 4.08785 -4.82495 -5.65524 0.388
H 5.68138 -5.38941 -5.19055 0.397
H 5.37461 -3.65490 -5.17829 0.329
H 3.89287 -6.30831 -2.31956 0.224
H 4.82595 -6.89099 -3.51955 0.241
C -0.65312 4.72364 1.25240 -0.904
O -1.24351 4.04323 2.31596 -0.136
C -2.64461 4.35498 2.43109 -0.925
C -3.26605 3.55508 3.57442 1.184
C -3.62603 2.15485 3.12091 -1.141
N -4.44142 4.23369 4.10872 -0.754
H 0.42611 4.59891 1.19395 0.268
H -0.94067 5.78310 1.22028 0.325
H -1.04288 4.32438 0.30923 0.267
H -2.64501 5.40447 2.75376 0.410
H -3.11048 4.17359 1.45789 0.349
H -2.55551 3.45491 4.39834 -0.336
H -4.42162 2.12003 2.37084 0.514
H -3.90937 1.46642 3.91835 0.280
H -2.72496 1.72472 2.67231 -0.027
H -5.24580 4.15905 3.49993 0.260
H -4.28093 5.19978 4.35443 0.230
N 1.89684 -0.01680 -3.25379 0.426
C 1.74214 -0.27275 -4.59526 0.441
N 2.92631 -0.41697 -5.28046 -0.389
O 0.65899 -0.41907 -5.13733 -0.661
H 2.75851 -0.32646 -2.83610 0.259
H 1.04890 -0.06877 -2.69275 -0.362
H 3.80030 -0.20147 -4.83669 0.155
H 2.91952 -0.46711 -6.28118 0.248
N 3.21110 2.32268 -0.87265 -0.331
C 3.48409 1.47707 0.17364 0.298
N 4.58624 1.79420 0.91461 -0.362
O 2.83603 0.45081 0.37158 -0.395
H 2.28321 2.25631 -1.24923 0.076
H 3.94841 2.92280 -1.18653 0.145
H 4.71114 1.26174 1.75510 0.054
H 5.16319 2.59174 0.72885 0.166
N -6.80861 0.66495 -1.63179 -0.340
C -6.58463 0.42246 -0.31095 0.601
N -5.71818 -0.58423 -0.01423 -0.234
O -7.14555 1.07252 0.56432 -0.679
H -6.48712 0.08672 -2.38504 0.211
H -7.32970 1.49399 -1.84492 0.212
H -5.23609 -1.04051 -0.77091 0.194
H -5.54222 -0.85521 0.93242 0.092
N -3.52828 -1.97276 4.45816 -0.507
C -2.53444 -1.33613 3.75305 0.526
N -1.77475 -0.50599 4.50979 0.086
O -2.35862 -1.55589 2.55291 -0.415
H -3.59802 -1.96681 5.45509 0.158
H -3.93734 -2.67046 3.85937 0.222
H -1.93205 -0.43001 5.49847 0.232
H -0.95941 0.00024 4.18946 -0.473
N -2.21141 -0.31721 -0.28430 0.778
C -0.91391 -0.12249 -0.65173 0.082
N 0.00912 -0.41087 0.31960 1.434
O -0.58287 0.21970 -1.80422 -0.807
H -2.41762 -0.71199 0.63359 -0.059
H -2.75638 -0.33083 -1.13805 -0.265
H -0.30024 -0.66798 1.24234 -0.248
H 0.94295 -0.12012 0.06850 -0.530
N -1.73314 -3.75517 -0.46325 -0.046
C -2.78452 -4.50236 0.00539 0.585
N -3.06496 -4.17056 1.31364 -0.316
O -3.34248 -5.39066 -0.62064 -0.670
H -1.64878 -3.53437 -1.46446 0.212
H -1.43822 -3.00296 0.13803 0.033
H -2.53231 -3.39237 1.67684 0.105
H -3.86896 -4.43737 1.84505 0.225
```

Summary:
- Energy relative to the best compared isomer or geometry (same formula, charge and spin): 0.0 kcal per mole
- Charge: 0
- SMILES: COC[C@H](C)N.COC[C@H](C)N.COC[C@H](C)N.COC[C@H](C)N.COC[C@H](C)N.COC[C@H](C)N.NC(N)=O.NC(N)=O.NC(N)=O.NC(N)=O.NC(N)=O.NC(N)=O
- 2S+1: 1
- Frontier orbital gap: 8.84 eV
- HOMO: -8.819 eV

***

Computed, not measured: C5H8 as an isolated structure, with ωB97M-V with the def2-TZVPD basis set.

The geometry in XYZ format:
```
13
Properties=species:S:1:pos:R:3:mulliken_charge:R:1
C 1.43145 -0.73610 0.87112 -0.378
C 0.24912 -0.76618 1.62017 -0.445
C 0.68582 0.52477 0.19268 -0.477
C -0.69652 0.61898 -0.46126 -0.199
C -1.07931 0.15655 -1.65649 -0.700
H 1.80971 -1.25925 -0.02454 0.248
H -0.77092 -0.95596 1.27842 0.327
H 0.31223 -0.84111 2.72986 0.231
H 0.79383 1.51353 0.63235 0.276
H 1.27384 0.61705 -0.96760 0.329
H -1.47441 1.25017 0.09205 0.279
H -2.10895 0.32345 -2.03540 0.248
H -0.42588 -0.44589 -2.27136 0.260
```

Summary:
- Energy relative to the best compared isomer or geometry (same formula, charge and spin): 154.1 kcal per mole
- Charge: 0
- 2S+1: 1
- Frontier orbital gap: 7.02 eV
- HOMO: -7.502 eV

***

Computed, not measured: C32H88F4N10O16PbS4 as an isolated structure, with ωB97M-V with the def2-TZVPD basis set.

The geometry in XYZ format:
```
155
Properties=species:S:1:pos:R:3:lowdin_spin:R:1
Pb -13.85197 -14.31445 19.20184 0.000
N -14.72575 -14.18082 16.70089 0.000
S -14.74682 -14.53938 15.23281 0.000
O -14.92242 -13.37711 14.30233 0.000
O -15.12389 -15.88848 14.85468 0.000
F -13.13351 -14.74937 15.19137 0.000
S -16.44521 -13.90908 16.59709 0.000
O -17.27742 -14.89821 15.91085 0.000
O -16.99386 -12.57386 16.42309 0.000
F -16.78857 -14.24380 18.17452 0.000
N -15.24274 -14.99337 21.05276 0.000
S -15.19493 -16.34778 22.16028 0.000
O -16.30860 -17.36518 22.26301 0.000
O -14.30255 -16.20058 23.30253 0.000
F -14.25952 -17.23085 21.24972 0.000
S -16.73249 -14.85349 21.40477 0.000
O -17.10016 -14.48405 22.84100 0.000
O -17.67069 -15.68144 20.69920 0.000
F -16.98111 -13.44866 20.65294 0.000
C -20.09679 -13.46684 9.65357 0.007
C -19.49537 -14.14278 10.90086 0.022
C -18.80892 -13.17458 11.88274 0.001
O -17.72204 -12.43010 11.23594 0.003
C -16.86651 -11.84796 12.19306 0.000
N -20.64397 -14.89183 11.46002 0.205
H -20.89619 -12.79422 9.96445 0.000
H -20.67180 -14.08119 8.96071 0.000
H -19.31368 -12.89446 9.15634 0.000
H -18.77527 -14.86843 10.52271 0.010
H -18.45378 -13.75148 12.73666 0.000
H -19.49084 -12.47235 12.36228 0.001
H -16.29227 -12.65992 12.63922 0.000
H -17.39712 -11.28176 12.95854 0.000
H -16.25044 -11.08963 11.70985 0.000
H -20.66618 -15.80568 11.03051 0.006
H -20.42971 -15.09205 12.42651 0.002
C -15.63366 -18.49796 12.05969 0.000
C -14.68566 -17.45965 11.46860 0.000
C -15.24513 -16.08258 11.34328 0.000
O -14.22353 -15.34554 10.74115 0.000
C -14.71672 -14.18039 10.09621 0.000
N -13.60523 -17.45452 12.44384 0.000
H -16.20456 -18.05114 12.87364 0.000
H -15.12743 -19.36983 12.47404 0.000
H -16.30100 -18.83322 11.26573 0.000
H -14.24323 -17.74325 10.51365 0.000
H -15.66382 -15.59185 12.22190 0.000
H -15.98672 -16.31211 10.57812 0.000
H -14.85284 -13.26505 10.67216 0.000
H -15.63984 -14.35934 9.54492 0.000
H -13.97480 -13.87174 9.35975 0.000
H -13.08801 -16.68642 12.04059 0.000
H -13.92365 -17.05516 13.31518 0.000
C -11.54536 -11.50721 16.37445 0.000
C -11.97013 -12.03783 17.78381 0.000
C -13.31633 -11.37349 18.26003 0.000
O -13.63245 -11.89390 19.57774 0.000
C -14.51855 -11.07311 20.31136 0.000
N -11.86832 -13.49706 17.70938 0.000
H -12.11678 -11.87235 15.52108 0.000
H -10.47240 -11.57701 16.19559 0.000
H -11.70743 -10.42982 16.34174 0.000
H -11.19024 -11.64212 18.43440 0.000
H -14.07963 -11.72433 17.56549 0.000
H -13.09466 -10.30664 18.28802 0.000
H -14.32653 -10.00018 20.30429 0.000
H -14.38889 -11.37459 21.35079 0.000
H -15.55059 -11.23667 20.00113 0.000
H -12.38473 -13.82100 16.90410 0.000
H -10.88170 -13.44854 17.49883 0.000
C -10.73537 -17.91144 17.95728 0.000
C -12.03610 -17.17227 18.13248 0.000
C -13.26401 -18.10806 18.25631 0.000
O -14.50348 -17.28854 18.20262 0.000
C -15.68166 -17.97930 18.50545 0.000
N -11.93404 -16.18392 19.15650 0.000
H -10.87311 -18.66414 17.18102 0.000
H -10.59550 -18.39916 18.92199 0.000
H -9.91920 -17.27133 17.62229 0.000
H -12.26274 -16.59515 17.23601 0.000
H -13.17210 -18.54427 19.25099 0.000
H -13.28736 -18.89050 17.49781 0.000
H -15.56071 -18.41198 19.49856 0.000
H -15.89463 -18.69450 17.71096 0.000
H -16.48845 -17.25721 18.37988 0.000
H -11.02533 -15.75997 19.03567 0.000
H -11.86188 -16.60917 20.06977 0.000
C -23.20399 -17.39499 13.19858 0.001
C -22.55916 -17.79062 14.51566 0.000
C -21.74855 -16.61910 15.08880 0.000
O -20.69671 -16.04844 14.28865 0.000
C -19.51265 -16.87613 14.03904 0.000
N -23.62742 -18.22444 15.47529 0.000
H -22.35257 -17.31961 12.52219 0.000
H -23.72694 -16.43890 13.17600 0.001
H -23.87777 -18.16035 12.81341 0.000
H -21.86757 -18.63272 14.48994 0.000
H -21.25944 -16.95129 16.00451 0.000
H -22.39783 -15.80003 15.39809 0.000
H -19.13007 -17.50359 14.84405 0.000
H -18.78849 -16.11666 13.74424 0.000
H -19.57415 -17.46800 13.12580 0.000
H -24.19541 -17.42998 15.73282 0.000
H -23.24883 -18.59444 16.33544 0.000
C -23.75086 -11.33808 12.51605 0.041
C -22.53315 -12.34797 12.71978 0.085
C -22.01888 -12.63250 14.15422 0.006
O -21.45736 -11.42908 14.74256 0.000
C -20.69700 -11.58596 15.92908 0.000
N -23.02822 -13.58181 12.13130 0.530
H -23.97491 -11.16482 11.46349 0.000
H -23.46048 -10.33659 12.83354 0.003
H -24.65180 -11.59208 13.07451 0.000
H -21.78449 -11.93946 12.04101 0.044
H -21.32536 -13.47324 14.17181 0.000
H -22.93929 -12.94895 14.64491 0.002
H -20.44392 -10.60174 16.32322 0.000
H -19.73730 -12.06841 15.74384 0.000
H -21.20581 -12.09510 16.74763 0.000
H -23.15709 -13.27219 11.17860 0.013
H -22.18605 -14.13938 12.13186 0.018
C -22.14314 -10.82531 20.20814 0.000
C -21.14000 -11.78742 20.88721 0.000
C -20.26757 -12.54146 19.99658 0.000
O -20.83929 -13.78908 19.57540 0.000
C -20.06258 -14.62116 18.68811 0.000
N -20.49981 -11.01381 21.88272 0.000
H -22.70511 -11.28330 19.39417 0.000
H -21.60735 -10.03070 19.68889 0.000
H -22.94442 -10.47547 20.85903 0.000
H -21.73643 -12.53481 21.41045 0.000
H -19.31677 -12.78713 20.46958 0.000
H -19.85765 -11.96883 19.16461 0.000
H -19.56050 -13.88540 18.05989 0.000
H -20.64860 -15.27802 18.04530 0.000
H -19.34490 -15.18795 19.28124 0.000
H -20.14809 -11.60749 22.62023 0.000
H -20.98423 -10.21556 22.26773 0.000
C -14.18581 -8.25409 9.44297 0.000
C -13.01560 -8.99632 10.06175 0.000
C -13.48675 -10.29359 10.71619 0.000
O -12.30342 -10.70949 11.51846 0.000
C -12.53874 -11.79507 12.27749 0.000
N -12.03859 -9.27882 9.00490 0.000
H -14.77100 -7.72957 10.19831 0.000
H -14.90209 -8.89032 8.92309 0.000
H -13.85773 -7.48038 8.74884 0.000
H -12.50276 -8.31111 10.73672 0.000
H -13.72148 -11.06368 9.98135 0.000
H -14.35905 -9.96873 11.28334 0.000
H -12.65480 -12.66465 11.63060 0.000
H -13.46214 -11.62311 12.83055 0.000
H -11.70155 -12.05123 12.92679 0.000
H -11.29563 -8.59878 9.08005 0.000
H -11.63833 -10.11052 9.41499 0.000
```

Summary:
- Charge: +1
- 2S+1: 2
- Frontier orbital gap (spin up / spin down): 7.00 / 2.71 eV
- ⟨S²⟩: 0.7564
- HOMO (spin up / spin down): -10.210 / -10.210 eV

***

| no. | E (eV) |
| --- | --- |
| 1 | -83965.63336 |
| 2 | -5307.48279 |
| 3 | -141709.99650 |